[1]
Computed, not measured: a molecular structure, C29H41AsNRuSSi, with the ωB97M-V functional and the def2-TZVPD basis.

Last column: Mulliken charge in e.
Positions of all 75 atoms, in Å:
Ru: -0.247179 0.952498 -0.238207  -0.1051
As: -3.392176 0.489340 2.074993  0.7530
S: -1.645122 1.640496 1.540468  -0.3700
Si: 1.074928 -1.654900 -1.285374  0.2910
N: 0.851978 -0.324380 1.167838  1.9039
C: 0.104710 -4.276300 -1.632533  -0.5206
C: 2.074474 0.853541 -2.105042  0.7973
C: 1.838128 -3.639654 -3.170755  -0.3230
C: 3.041685 1.829625 -2.316624  -0.8309
C: 4.375525 1.457102 -2.338623  -0.7227
C: 0.027155 -5.523837 -2.226115  -0.7673
C: 1.275165 -1.668034 0.615870  -1.3928
C: 3.754689 -0.832790 -1.909874  0.0774
C: -0.618502 -0.772389 -1.259542  -1.0781
C: -3.270691 0.116672 3.958693  -1.1269
C: 2.399172 -0.484924 -1.890602  0.1687
C: -0.898491 5.228242 0.076859  -1.6108
C: 1.764237 -4.889130 -3.765971  -0.6656
C: 4.727563 0.125395 -2.139259  -0.8423
C: -3.349986 2.648520 -1.239625  -1.0230
C: -4.983160 1.535413 1.821026  -1.0038
C: 2.764337 -0.394201 3.317450  -0.7278
C: 1.426152 -1.147938 3.479530  -0.8028
C: -0.635261 3.217429 -1.411932  0.0631
C: 0.346960 -0.565764 2.562047  -1.4977
C: -1.168548 2.123902 -2.126189  -1.2555
C: -2.525463 1.802367 -1.959959  -0.5501
C: 1.981663 0.672772 1.215196  -0.4209
C: -1.470144 4.040644 -0.637213  0.7347
C: 0.861182 -5.829764 -3.294143  -0.5004
C: 2.528100 0.937204 2.613411  -0.8787
C: 1.014384 -3.317176 -2.092125  0.9394
C: -3.603068 -1.163129 1.104051  -0.8772
C: -2.830461 3.765804 -0.604543  -0.4296
H: 0.804184 -6.803961 -3.760336  0.4058
H: -1.026428 -0.519993 -2.239603  0.7946
H: -5.153989 1.688634 0.757574  0.2424
H: -4.659466 -1.304092 0.881364  0.5391
H: -0.448224 5.924583 -0.632195  0.4035
H: -4.413283 2.446956 -1.211053  0.7710
H: 1.023653 1.137263 -2.170982  -0.4402
H: -3.244664 -1.992888 1.710615  0.4107
H: -0.510220 -1.236378 2.471854  0.1887
H: 2.263674 -1.923454 0.988862  0.5092
H: -0.116434 4.925789 0.775824  0.3108
H: 0.590974 -2.416915 1.018016  0.6181
H: 1.555818 -2.217125 3.320297  0.3182
H: -2.966053 1.024785 4.476323  0.3967
H: -0.615208 1.679551 -2.942818  1.0032
H: 3.242110 -0.236496 4.282692  0.4575
H: -2.952826 0.975641 -2.513284  0.6094
H: 1.604042 1.641026 0.782499  0.2458
H: 3.457253 1.497632 2.507610  0.4778
H: 2.539535 -2.910723 -3.559664  0.3486
H: -1.663354 5.761830 0.636157  0.3833
H: -4.244700 -0.207009 4.324248  0.4381
H: -0.006759 0.375409 2.968548  0.4718
H: -5.824186 0.996110 2.256273  0.4544
H: 5.143295 2.196241 -2.522264  0.4371
H: 2.409302 -5.128983 -4.599849  0.4274
H: 2.761763 2.859875 -2.492820  0.5009
H: 0.380891 3.548233 -1.602788  0.4380
H: -0.551265 -4.054332 -0.796636  0.2485
H: 1.845549 1.565514 3.187449  0.3484
H: 2.765098 0.326004 0.543404  0.3266
H: -2.534169 -0.666547 4.126029  0.3549
H: -3.040527 -1.100410 0.175753  0.0118
H: 4.058574 -1.858609 -1.735236  0.4847
H: -0.677624 -6.258282 -1.861335  0.4114
H: 5.770458 -0.161032 -2.160780  0.4488
H: 3.469439 -0.984520 2.726628  0.3085
H: -1.335180 -1.438001 -0.771649  0.1938
H: -4.859411 2.495542 2.318740  0.3828
H: -3.486631 4.437640 -0.065233  0.4109
H: 1.051028 -1.037193 4.498584  0.5022

Forces on atoms 1 to 3 (eV/Å):
Ru 0.5 -0.2 0.2
As 0.1 -0.1 0.1
S -0.2 -0.1 -0.2

## Properties
HOMO (spin up / spin down) in eV: -13.89 / -13.88
LUMO energy (spin up / spin down) in eV: -7.076 / -6.916
F_max in eV/A: 0.55
⟨S²⟩: 0.765
ΔE to the lowest compared entry with this formula, charge and spin in eV: 0.581
Total charge: +2
Multiplicity: 2
E_tot in hartree: -4202.1858


[2]
Computed, not measured: a molecular structure, C29H41BCl2CrN8O3S3 in a non-equilibrium geometry, with the ωB97M-V functional and the def2-TZVPD basis.

Last column: Mulliken charge in e.
Positions of all 88 atoms, in Å:
Cr: -0.302188 0.621650 -0.072416  1.3342
Cl: -5.090971 1.443067 1.411528  -0.1819
Cl: -3.514778 3.832252 1.995994  -0.2001
S: 1.361066 -0.438616 1.925622  -0.2610
S: 0.420307 -0.017593 -2.292823  -0.6616
S: -1.593751 -1.515260 0.111597  -0.4189
O: 3.164562 6.492329 -1.935541  -0.6226
O: -2.546329 1.520244 -0.205254  -0.6431
O: -1.299122 1.339475 1.605217  -0.6909
N: 0.572228 -2.696630 -1.834704  0.2298
N: 0.565787 -3.095192 0.652903  0.1438
N: 2.528611 7.184155 0.107506  -0.3048
N: 2.389055 -1.532431 -0.330275  0.7263
N: -0.714746 -2.194016 -3.543336  0.6250
N: -1.004791 -3.245562 2.170926  0.5218
N: 0.847565 2.370676 -0.256370  0.9256
N: 3.751646 -0.041607 0.564994  0.9311
C: -0.451725 -0.740682 -5.520242  -1.5429
C: 0.080223 -3.867968 -2.359048  -1.5605
C: 1.887287 4.969237 -0.649492  1.2566
C: -2.182033 -3.918601 4.218681  -2.2429
C: 1.611060 2.680747 -1.320987  -0.4782
C: -1.454175 -1.468430 -4.617503  1.2565
C: 1.075612 4.660954 0.439332  -1.0253
C: 3.476236 -1.387063 -1.166395  -1.5557
C: 5.795666 -0.097175 1.872164  -1.6797
C: 2.530276 -0.665693 0.714916  -0.1255
C: -2.265129 -3.080259 2.944976  1.3877
C: 0.020120 -4.098866 2.536513  -0.2460
C: -2.437722 -1.611380 3.351609  -1.4591
C: -2.208403 -2.491774 -5.462461  -2.1891
C: 0.074764 -1.673790 -2.558687  -0.0111
C: 4.310891 -0.489000 -0.628337  -0.4634
C: -2.391669 1.600976 1.017671  0.4438
C: -0.705918 -3.568480 -3.407203  -0.1201
C: 3.927625 1.280645 2.755019  -1.9753
C: -3.526841 2.053149 1.944582  0.2886
C: 2.570645 6.272929 -0.899323  0.2492
C: -0.649842 -2.628856 1.009157  -0.0444
C: 5.088365 2.022911 0.729157  -1.4490
C: 0.583656 3.380567 0.587203  -0.9744
C: 0.981415 -3.998770 1.602192  -1.3308
C: -3.443333 -3.574268 2.101442  -1.5816
C: 2.113448 3.939324 -1.558640  -1.3696
C: 4.602428 0.783200 1.481317  1.1070
C: -2.472052 -0.504928 -4.000238  -1.4425
B: 1.460820 -2.763568 -0.553570  0.6789
H: -3.107099 -3.781917 4.775934  0.4542
H: -3.069877 -0.058469 -4.796066  0.5069
H: 1.932187 -4.495028 1.527013  0.6185
H: -2.079036 -4.982835 4.000877  0.5097
H: -1.275653 -4.221525 -4.039355  0.5345
H: 0.808727 5.394115 1.188693  0.2672
H: 4.269485 2.727201 0.617634  0.2541
H: 3.033404 1.854825 2.534900  0.3135
H: 1.838306 1.876448 -2.005312  0.6801
H: -2.942556 -3.037334 -4.867662  0.4598
H: -3.340936 1.699626 2.951692  0.2417
H: 5.873302 2.510299 1.308280  0.4755
H: 0.110994 -0.005099 -4.955377  0.2675
H: -1.355937 -3.596167 4.854566  0.4738
H: 2.714038 4.138681 -2.434937  0.4620
H: 2.008229 7.038140 0.951457  0.1468
H: -1.988295 0.293551 -3.448395  0.2112
H: 3.568064 -1.959582 -2.072983  0.6690
H: 6.439666 0.437099 2.570843  0.4501
H: 0.245817 -1.457908 -5.958416  0.3834
H: 0.004638 -4.693203 3.429095  0.5185
H: 3.655159 0.469940 3.422254  0.4480
H: -1.511271 -1.229641 3.784058  0.3662
H: -3.524760 -2.999580 1.182492  0.3067
H: -4.370174 -3.461702 2.665456  0.4592
H: -2.743277 -1.960594 -6.247743  0.4424
H: -2.689785 -0.995529 2.495044  0.1665
H: 4.640063 1.933444 3.266949  0.5165
H: 2.188340 -3.711147 -0.705843  -0.2447
H: -3.137061 -1.037422 -3.318254  0.3468
H: 0.327237 -4.825913 -1.936350  0.6046
H: -1.527250 -3.197267 -5.941061  0.4970
H: -3.238138 -1.529931 4.089085  0.5007
H: -3.313198 -4.628170 1.846293  0.3984
H: 5.439017 -1.009284 2.352721  0.3525
H: -0.979521 -0.228315 -6.325168  0.4725
H: -0.054461 3.131722 1.425881  0.6280
H: 5.486000 1.794149 -0.259239  0.3557
H: 6.390874 -0.374523 1.001465  0.3937
H: 5.262863 -0.140858 -0.984185  0.6015
H: 2.966222 8.075125 -0.045501  0.2357

Forces on atoms 1 to 3 (eV/Å):
Cr 0.1 -1.1 0.4
Cl 0.0 0.0 0.0
Cl 0.0 0.1 0.0

## Properties
HOMO (spin up / spin down) in eV: -6.54 / -7.38
LUMO energy (spin up / spin down) in eV: -0.362 / -0.446
F_max in eV/A: 1.27
⟨S²⟩: 6.018
ΔE to the lowest compared entry with this formula, charge and spin in eV: 0.625
Multiplicity: 5
E_tot in hartree: -4978.0049


[3]
Computed, not measured: 3 unconnected molecules or ions with the total composition C29H41FO2S, with the ωB97M-V functional and the def2-TZVPD basis.

Last column: Mulliken charge in e.
Positions of all 74 atoms, in Å:
S: 3.861223 2.140453 -2.300338  -0.2015
F: -2.857774 8.636745 -2.019867  -0.3372
O: -3.090004 3.006370 0.862393  -0.5749
O: -1.238256 4.016673 -3.664025  -0.5605
C: 1.633692 -4.719783 -3.417025  -0.5311
C: -1.945925 5.177418 -1.716089  0.6312
C: 1.351675 1.655740 -1.173087  0.6378
C: -3.501372 -4.321049 4.809970  -1.1885
C: -3.085409 -2.859235 4.944183  -0.4391
C: -2.932311 -2.142438 3.603588  -0.8304
C: -2.474908 4.885416 -0.457081  0.1853
C: 5.108947 4.328525 -1.268470  -1.1142
C: -2.085888 6.443519 -2.264511  -0.7186
C: -0.195482 -1.974954 -1.650275  -1.0406
C: -1.228504 4.094983 -2.457140  -0.2123
C: -0.379365 1.933514 0.503306  -1.1495
C: 0.113338 -1.416100 3.613856  -0.9701
C: 2.637419 0.999078 -1.591312  -0.8125
C: 2.291626 -3.501976 -2.771138  -0.6020
C: -3.271960 7.139982 -0.265628  -0.5554
C: 0.464752 -3.176747 -0.984018  0.4948
C: -1.864241 -2.731218 2.680689  -0.3327
C: 1.955893 -3.301152 -1.292294  -0.6829
C: -2.291647 3.514447 0.105172  0.1260
C: 4.108362 3.226924 -0.885888  -0.2013
C: -1.035370 2.832898 -0.322603  0.6884
C: -0.457744 -2.789269 3.271927  -0.4711
C: 0.674836 2.536761 -2.009200  -0.8547
C: 2.043072 -6.043575 -2.778571  -1.2250
C: -0.502293 3.125910 -1.583130  0.7170
C: -2.737164 7.400288 -1.515202  0.3406
C: -3.150455 5.864704 0.258919  -0.7685
C: 0.809217 1.362805 0.077198  -0.2288
H: 1.901345 -4.736702 -4.476510  0.4414
H: -1.696138 6.675767 -3.245308  0.5306
H: 0.545366 -4.619483 -3.383526  0.2282
H: -2.754915 -4.905698 4.270233  0.2785
H: -2.162380 -3.738071 2.375472  0.3799
H: -0.444524 -3.423303 4.162538  0.3481
H: 0.201368 -3.275424 2.547342  0.3089
H: 2.372905 -4.124760 -0.706349  0.3944
H: 2.011370 -2.607510 -3.335096  0.2015
H: -4.447725 -4.407297 4.271990  0.2927
H: -2.715561 -1.086667 3.788449  0.2880
H: -3.892201 -2.162425 3.078645  0.4106
H: -0.481636 -0.908396 4.374360  0.3139
H: -3.834399 -2.328053 5.536894  0.3891
H: -1.835216 -2.136921 1.760979  0.1993
H: 5.321636 4.331314 -2.336581  0.3281
H: -3.771687 7.931537 0.273912  0.4566
H: 1.331219 0.672460 0.729384  0.3315
H: 3.125435 -6.180142 -2.827747  0.2942
H: 4.489914 2.645143 -0.046035  0.3506
H: 4.715964 5.311114 -1.012596  0.3162
H: 0.138893 -0.777577 2.726732  -0.0158
H: -3.571087 5.611918 1.221822  0.4769
H: -2.152167 -2.796430 5.510972  0.2204
H: -0.058504 -4.092675 -1.271449  0.3345
H: 3.378100 -3.590605 -2.870844  0.4299
H: -0.148445 -2.032023 -2.738827  0.3828
H: -0.790886 1.690089 1.473305  0.5238
H: 1.131695 -1.499093 3.996233  0.4279
H: 0.341774 -3.083849 0.099074  -0.4883
H: 0.298925 -1.052763 -1.334389  -0.0072
H: 1.576680 -6.885222 -3.291860  0.3884
H: -3.631396 -4.781879 5.789938  0.3814
H: 2.465650 -2.396817 -0.941302  0.2695
H: 6.047464 4.202934 -0.732914  0.2719
H: 3.151978 3.648436 -0.578944  0.2338
H: 1.746373 -6.095178 -1.729903  0.2786
H: 1.058281 2.785362 -2.990967  0.5201
H: 3.095088 0.508997 -0.732758  0.3824
H: 2.460730 0.265426 -2.377899  0.2428
H: -1.247267 -1.901194 -1.370779  0.4465

Forces on atoms 1 to 3 (eV/Å):
S -0.2 -0.2 0.0
F 0.0 0.1 0.0
O 0.2 0.2 0.1

## Properties
HOMO in eV: -8.85
LUMO energy in eV: -0.810
F_max in eV/A: 0.43
SMILES: CCSCc1ccc2c(c1)C(=O)c1cc(F)ccc1C2=O.CCCCCC.CCCCCC
Multiplicity: 1
E_tot in hartree: -1778.1861